Entry 1:
Computed, not measured: a gas-phase ion, C4H5O3 (charge -1) in a non-equilibrium geometry, with ωB97M-V with the def2-TZVPD basis set.

Each line ends with the Löwdin charge.
Positions of all 12 atoms, in Å:
C 0.215 0.094 0.622  -0.23
C 0.591 1.417 1.248  -0.27
C -0.579 -1.469 -1.078  -0.76
O -1.802 -1.614 -0.978  -0.08
O 0.670 1.500 2.443  0.02
H 0.803 2.211 0.422  0.14
H 1.051 -0.524 0.628  0.11
H -0.652 -0.316 1.253  0.16
H -1.061 0.677 -1.033  0.14
O 0.304 -2.319 -1.344  -0.09
C -0.135 0.007 -0.745  -0.22
H 0.594 0.337 -1.439  0.08

As for the HOMO-LUMO gap: 7.91 eV. As for the spin multiplicity: 1. As for the relative energy (zero: lowest compared OMol25 entry of this formula, charge and spin): 0.862 eV. Its charge is -1. The SMILES is O=CCCC(=O)[O-]. The calculation puts the total energy at -381.16893 hartree.

=====

Entry 2:
Computed, not measured: 2 unconnected molecules or ions with the total composition C13H19N in a non-equilibrium geometry, with ωB97M-V with the def2-TZVPD basis set.

Each line ends with the Löwdin charge.
Positions of all 33 atoms, in Å:
H 0.401 -1.066 -3.695  0.12
H -1.600 -2.426 -4.575  0.07
H -1.038 1.044 -3.660  0.07
C 3.408 1.190 2.243  -0.05
H -1.558 -2.708 -2.364  0.06
H 3.661 1.573 1.261  0.08
H -2.628 -1.086 -4.148  0.08
H -1.654 0.573 -2.083  0.07
C -0.047 -0.121 2.239  -0.23
H 0.210 -2.068 1.745  0.14
H -2.918 1.513 2.698  0.10
C 0.363 2.265 2.413  -0.02
H 2.769 -1.723 2.058  0.12
H 3.396 1.988 2.981  0.08
C -0.840 0.418 -2.784  -0.10
H -0.972 -1.471 -1.150  0.06
H -1.433 3.431 2.653  0.09
C -1.428 0.048 2.349  -0.02
C -1.866 1.353 2.483  -0.11
N 0.662 -1.323 2.255  0.07
C -1.597 -1.353 -4.366  -0.12
H 0.086 0.811 -2.356  0.07
C -0.596 -1.028 -3.259  -0.46
H -1.334 -0.952 -5.349  0.07
H -2.143 -0.757 2.433  0.11
C -0.773 -2.014 -2.071  -0.07
H 0.122 -2.611 -1.890  0.07
H 1.043 3.064 2.295  0.10
C -0.996 2.449 2.575  -0.09
C 0.836 0.957 2.302  -0.14
H 4.290 0.609 2.527  0.08
C 2.165 0.378 2.164  -0.23
C 2.010 -0.957 2.074  -0.06

As for the HOMO-LUMO gap: 8.90 eV. As for the spin multiplicity: 1. As for the relative energy (zero: lowest compared OMol25 entry of this formula, charge and spin): 0.650 eV. The SMILES is Cc1c[nH]c2ccccc12.CC(C)C. The calculation puts the total energy at -561.49886 hartree.

=====

Entry 3:
Computed, not measured: 3 unconnected molecules or ions with the total composition C24H48N3O9PS2 in a non-equilibrium geometry, with ωB97M-V with the def2-TZVPD basis set.

Each line ends with the Löwdin charge.
Positions of all 87 atoms, in Å:
H 6.498 -4.365 0.775  0.06
H -1.194 0.787 2.177  0.04
H -6.688 -0.938 1.239  0.10
O -0.317 0.969 -1.626  -0.07
H 2.572 -2.094 -1.405  0.09
H 0.568 6.075 -1.441  0.11
N 1.182 -1.282 0.025  -0.02
H 3.292 -1.433 0.079  0.07
H -1.089 -0.891 -3.134  0.12
C 0.720 1.642 -0.941  -0.39
C 0.960 4.169 -0.539  -0.36
H 1.662 6.564 0.501  0.07
C -1.786 -0.687 -2.324  -0.11
C -8.549 0.497 -1.205  -0.09
H -1.431 0.823 -4.507  0.08
N -1.270 -0.126 1.743  -0.15
H -4.920 -0.442 -0.366  0.06
H 6.563 -5.173 2.373  0.06
C 1.448 5.484 -1.211  -0.22
N 2.231 6.329 -0.304  0.00
H 3.026 5.818 0.060  0.06
C 7.424 -2.478 2.619  -0.25
H 1.700 3.917 0.208  0.14
H 0.364 -3.845 -1.896  0.09
H 1.363 -4.413 1.268  0.09
C 0.756 3.067 -1.558  -0.06
H 1.589 3.102 -2.257  0.12
C 2.600 0.945 5.651  -0.27
H 1.679 1.177 -1.149  0.12
O 0.612 1.681 0.441  0.01
O 4.668 -0.707 5.560  -0.57
C 0.109 -1.433 -0.963  -0.29
H 2.890 -3.580 1.202  0.06
S 4.088 0.425 4.787  0.79
C -6.953 -0.458 0.310  -0.08
H 7.961 -3.189 3.246  0.06
O -4.069 -0.148 -2.711  -0.13
H 2.708 0.507 2.838  0.06
H 7.847 -2.454 1.615  0.06
C -2.753 0.397 -2.826  -0.38
C 5.977 -4.528 1.719  -0.26
H -9.045 -0.327 0.736  0.09
C -2.492 0.726 -4.297  -0.03
H 7.475 -1.487 3.066  0.05
H -0.933 4.529 -0.597  0.09
H 5.008 -4.986 1.530  0.04
H -0.141 3.233 -2.156  0.13
O 5.045 -2.061 1.531  -0.57
C 1.190 -2.356 1.005  -0.48
C -0.889 -0.257 -1.137  -0.43
C -8.271 -0.112 0.017  -0.10
H -7.794 1.252 -3.048  0.11
C -7.531 0.784 -2.110  -0.05
O 0.714 -2.216 2.077  0.11
H 4.000 -0.711 2.712  0.00
H -2.966 -0.016 -4.930  0.09
O -0.693 -2.568 -0.616  -0.17
H -1.305 -3.459 -2.379  0.09
H -0.211 2.099 0.717  0.07
H -9.576 0.745 -1.425  0.10
C -0.641 -3.646 -1.534  -0.07
H -1.796 2.019 -0.328  0.02
H -4.732 1.821 -2.584  0.14
O -2.502 1.545 0.136  -0.28
H -1.782 -0.735 2.366  0.03
H 2.038 5.273 -2.097  0.11
C 1.916 -3.654 0.730  0.01
P -2.141 -0.067 0.279  0.96
H 2.078 1.691 5.051  0.05
H 0.516 -1.633 -1.957  0.14
H 2.027 -3.903 -0.316  0.07
H -1.023 -4.517 -1.014  0.10
C -6.205 0.470 -1.810  -0.19
C -5.938 -0.166 -0.598  -0.03
H -5.553 0.760 -3.775  0.13
H 1.961 0.081 5.826  0.06
S 5.696 -2.952 2.535  0.83
H -2.698 1.319 -2.256  0.11
H 2.692 -0.369 -1.161  0.07
O -0.293 4.447 0.116  -0.03
H 2.899 1.383 6.601  0.05
H 2.555 -1.055 3.695  0.06
C -5.106 0.817 -2.781  -0.16
H -2.953 1.683 -4.545  0.08
C 2.501 -1.310 -0.651  -0.05
H -2.385 -1.548 -2.063  0.11
C 3.248 -0.278 3.370  -0.27

As for the HOMO-LUMO gap: 8.49 eV. As for the spin multiplicity: 1. The calculation puts the total energy at -2922.32871 hartree.

=====

Entry 4:
Computed, not measured: 9 unconnected molecules or ions with the total composition C47H84F9N8S2 in a non-equilibrium geometry, with ωB97M-V with the def2-TZVPD basis set.

Each line ends with the Löwdin charge.
Positions of all 150 atoms, in Å:
N 4.144 1.390 4.737  0.12
H 4.449 -2.564 7.106  0.12
S -7.827 1.667 -3.486  1.08
H 2.737 -0.809 6.766  0.11
C 12.649 -0.979 -0.628  -0.11
C -9.653 1.281 -1.164  -0.19
H -5.673 6.671 -3.866  0.07
H -6.946 5.771 -1.908  0.10
C 5.798 -1.957 5.549  -0.11
H -7.500 7.894 -0.722  0.11
H 4.405 1.968 10.623  0.11
H 4.999 5.053 -1.757  0.11
C 6.376 -0.718 9.762  -0.17
H -2.662 -3.547 -6.329  0.10
H 6.661 -2.434 6.024  0.08
H 4.538 4.983 -0.056  0.12
H 1.276 -2.046 3.888  0.10
F -10.304 2.184 -0.137  -0.01
H 4.645 2.704 -1.063  0.11
H 0.298 0.243 4.160  0.11
C -9.565 -1.473 -0.853  -0.17
C 5.106 -0.030 10.235  -0.20
C -5.547 8.106 -1.586  -0.17
H 7.042 -3.473 0.068  0.11
C 0.319 -0.232 3.173  -0.26
F -7.280 2.351 -0.879  0.02
H -3.848 -1.718 -7.512  0.08
N 1.741 2.698 0.517  0.14
H 2.453 0.060 2.879  0.05
F -8.270 0.026 -3.323  -0.20
H 2.635 5.649 -2.369  0.08
H 5.792 -1.012 1.699  0.06
C -0.290 0.598 -2.658  -0.23
H 6.217 1.500 12.301  0.08
H 13.232 -1.903 -0.687  0.08
C -1.586 -3.114 -1.301  -0.24
C 6.443 1.862 11.291  -0.11
S -6.552 -3.134 -3.187  1.00
C -7.050 7.924 -1.721  -0.19
H -6.717 -3.210 -4.595  0.03
H 7.411 1.452 10.986  0.07
H -7.471 8.782 -2.257  0.12
F -10.768 0.944 -2.101  0.01
C 3.782 3.349 -1.256  -0.17
C -3.027 -3.713 -7.350  -0.27
H 2.192 5.624 -0.650  0.07
H 1.444 1.404 2.310  0.04
H 0.997 1.633 -1.056  0.05
C -9.116 -0.012 -0.279  -0.08
F -6.301 1.265 -2.735  -0.21
C -6.766 6.604 -3.879  -0.11
H 6.160 -1.052 5.052  0.07
N 0.338 -2.987 0.859  0.14
H 0.000 2.828 -2.247  0.11
N 7.430 -1.289 9.370  0.12
H -0.496 -2.090 3.930  0.11
H -2.791 -3.108 -3.280  0.10
H 12.291 -0.921 -2.744  0.11
H -8.335 -4.537 -2.020  0.11
C -3.418 -5.182 -7.529  -0.18
H -4.784 -4.934 -3.560  0.08
H -4.565 -2.882 -8.642  0.08
H -10.305 -1.979 -0.066  0.14
H -2.201 -3.478 -8.030  0.12
H 1.532 -0.082 1.366  0.06
C 10.032 0.486 -0.562  -0.12
H 11.031 -1.736 -1.819  0.11
H -3.758 -5.367 -8.553  0.12
H 3.022 -1.679 5.248  0.09
F -9.012 3.575 -1.970  0.01
H 8.138 -1.653 2.292  0.11
C -1.255 2.029 -0.501  -0.14
H 8.599 -1.583 0.591  0.06
H 6.552 2.951 11.336  0.07
H -2.259 -4.835 -2.644  0.12
H -9.066 -3.099 -3.066  0.11
H 13.349 -0.136 -0.604  0.08
H 8.245 -3.932 1.286  0.11
H -8.186 -3.183 0.062  0.13
F -9.253 2.113 -4.322  -0.16
H 3.442 3.163 -2.281  0.12
F -7.130 1.268 -5.006  -0.18
H 6.235 -0.987 -0.021  0.07
C 5.336 1.481 10.314  -0.28
N 5.341 -3.938 2.866  0.10
C 6.619 -0.860 0.998  -0.13
H 5.409 -2.640 4.784  0.03
N -4.300 8.258 -1.474  0.10
C 3.476 -1.005 5.982  -0.19
H 11.548 1.296 -1.847  0.12
H -8.433 6.486 -2.531  0.11
H -0.497 -3.562 -1.488  0.11
C 1.507 0.313 2.387  -0.12
H -4.027 -4.807 -0.751  0.14
C -7.348 6.624 -2.469  -0.28
C -8.250 -2.506 -0.903  -0.21
H 0.757 -0.891 -1.176  0.11
F -7.182 3.272 -3.710  -0.19
H 3.352 6.813 -1.239  0.08
C -8.454 2.179 -1.815  -0.21
H -2.281 2.250 -1.069  0.08
C 3.019 5.776 -1.351  -0.11
H -9.556 0.067 0.828  0.16
H -7.155 7.437 -4.476  0.08
C -4.203 -3.968 -1.577  -0.23
C -2.722 -3.784 -2.321  -0.22
H -2.407 -1.092 -2.127  0.09
H -4.444 -2.940 -1.071  0.11
H -1.386 0.635 -3.102  0.10
H 12.102 -1.001 0.320  0.07
C 3.841 0.304 5.302  -0.17
C 10.887 0.423 -1.817  -0.19
C 7.382 -3.287 1.092  -0.19
C 0.352 -2.426 1.988  -0.11
H -0.955 2.922 0.211  0.07
H 5.589 1.871 9.320  0.11
C 0.369 -1.750 3.350  -0.18
H -7.934 -0.007 -0.126  0.14
H -1.713 -1.027 -0.337  0.09
C -8.227 -3.408 -2.311  -0.34
C -0.079 -0.904 -2.008  -0.21
H 4.824 -0.428 11.216  0.12
C 7.773 -1.819 1.271  -0.30
C 4.729 -1.639 6.590  -0.27
H -7.027 5.670 -4.385  0.05
H 10.237 0.459 -2.697  0.11
C 2.666 2.993 -0.287  -0.11
H -2.555 -5.827 -7.335  0.12
C 4.173 4.817 -1.077  -0.27
H -0.607 0.053 2.659  0.10
H 6.952 0.177 1.110  0.05
H -1.400 1.077 0.179  0.05
H -7.219 -1.904 -0.929  0.10
H -1.891 -3.378 -0.203  0.08
H 0.247 -1.616 -2.885  0.11
C -5.368 -4.501 -2.618  -0.37
H 0.477 0.703 -3.567  0.11
C -4.181 -2.754 -7.623  -0.11
H -5.008 -2.907 -6.922  0.05
H 5.158 -0.967 7.344  0.08
H -10.002 -1.486 -1.937  0.11
C -0.024 1.833 -1.598  -0.27
C 11.704 -0.871 -1.820  -0.28
C -4.534 -5.537 -6.559  -0.13
H 4.295 -0.251 9.533  0.10
C 6.266 -3.643 2.062  -0.14
N -5.459 -5.832 -5.755  0.10
N 9.322 0.539 0.479  0.14
H -5.986 -5.383 -2.109  0.12
C -1.536 -1.448 -1.432  -0.21

As for the HOMO-LUMO gap: 6.87 eV. As for the spin multiplicity: 1. Its charge is +1. The calculation puts the total energy at -3973.51137 hartree.